Entry 1:
{
  "formula": "C25H20BrClIrN2O4S",
  "method": "wB97M-V/def2-TZVPD",
  "elements": ["Ir", "Br", "C", "C", "C", "C", "O", "C", "C", "N", "C", "C", "C", "C", "C", "C", "C", "C", "N", "C", "C", "H", "H", "H", "H", "H", "H", "H", "H", "H", "H", "Cl", "C", "C", "C", "C", "C", "C", "C", "O", "O", "H", "H", "H", "H", "C", "S", "C", "O", "H", "H", "H", "H", "H", "H"],
  "positions_angstrom": [[0.258, -0.192, 0.397], [-4.708, 5.304, 0.902], [-3.250, 4.105, 0.991], [-2.289, 4.254, 2.006], [-1.232, 3.391, 2.097], [-1.069, 2.320, 1.186], [-0.033, 1.554, 1.345], [-2.041, 2.185, 0.147], [-2.050, 1.152, -0.832], [-1.171, 0.210, -0.981], [-1.355, -0.864, -1.896], [-2.317, -0.950, -2.868], [-2.397, -2.084, -3.701], [-1.510, -3.115, -3.579], [-0.495, -3.055, -2.596], [0.480, -4.066, -2.419], [1.433, -3.927, -1.454], [1.421, -2.783, -0.636], [0.516, -1.842, -0.767], [-0.440, -1.940, -1.747], [-3.125, 3.100, 0.083], [-2.390, 5.061, 2.720], [-0.484, 3.508, 2.869], [-2.915, 1.145, -1.491], [-3.021, -0.145, -3.032], [-3.173, -2.124, -4.454], [-1.568, -3.975, -4.233], [0.464, -4.937, -3.062], [2.196, -4.677, -1.303], [2.164, -2.639, 0.136], [-3.857, 2.994, -0.709], [7.640, -1.275, 4.502], [6.178, -1.007, 3.620], [4.991, -1.553, 4.092], [3.824, -1.342, 3.382], [3.847, -0.592, 2.210], [5.042, -0.047, 1.750], [6.214, -0.252, 2.457], [2.608, -0.376, 1.443], [2.585, 0.237, 0.346], [1.494, -0.841, 1.868], [4.993, -2.134, 5.003], [2.887, -1.755, 3.731], [5.045, 0.537, 0.840], [7.150, 0.165, 2.115], [-2.633, -0.852, 3.492], [-2.571, -0.688, 1.721], [-3.649, -2.031, 1.261], [-1.176, -1.240, 1.366], [-3.655, -0.659, 3.815], [-1.961, -0.106, 3.911], [-2.311, -1.856, 3.764], [-4.656, -1.807, 1.611], [-3.271, -2.951, 1.706], [-3.635, -2.101, 0.175]],
  "orbital_gap_ev": 6.7,
  "charge": 1,
  "homo_ev": -10.506,
  "multiplicity": 1
}

***

Entry 2:
{
  "formula": "C25H20Cl5FeN4",
  "method": "wB97M-V/def2-TZVPD",
  "elements": ["Fe", "C", "C", "C", "C", "C", "C", "C", "N", "N", "C", "C", "C", "C", "C", "C", "N", "C", "C", "C", "C", "C", "C", "N", "H", "H", "H", "H", "H", "H", "H", "H", "H", "H", "H", "H", "H", "H", "H", "H", "H", "H", "H", "H", "Cl", "C", "C", "C", "Cl", "C", "Cl", "C", "Cl", "C", "Cl"],
  "positions_angstrom": [[0.227, -0.455, 0.571], [1.190, 2.530, -0.105], [2.373, 2.082, 0.743], [2.988, 0.846, 0.149], [4.357, 0.740, -0.031], [4.879, -0.327, -0.740], [4.008, -1.259, -1.284], [2.662, -1.123, -1.032], [2.147, -0.107, -0.304], [-0.045, 1.779, 0.215], [-0.995, 1.853, -0.921], [-2.176, 0.970, -0.617], [-3.470, 1.237, -1.017], [-4.478, 0.363, -0.633], [-4.161, -0.735, 0.154], [-2.841, -0.938, 0.503], [-1.869, -0.104, 0.119], [-0.663, 2.323, 1.448], [-0.376, 1.528, 2.691], [-0.444, 2.129, 3.935], [-0.368, 1.345, 5.075], [-0.244, -0.029, 4.931], [-0.139, -0.554, 3.662], [-0.176, 0.204, 2.551], [0.998, 3.600, 0.013], [1.424, 2.361, -1.157], [3.126, 2.869, 0.753], [2.086, 1.930, 1.788], [5.002, 1.516, 0.358], [5.947, -0.414, -0.892], [4.361, -2.085, -1.883], [1.954, -1.843, -1.413], [-1.309, 2.881, -1.121], [-0.475, 1.487, -1.811], [-3.683, 2.113, -1.614], [-5.501, 0.545, -0.936], [-4.918, -1.430, 0.486], [-2.540, -1.801, 1.084], [-0.378, 3.368, 1.589], [-1.749, 2.317, 1.327], [-0.573, 3.201, 4.003], [-0.418, 1.797, 6.056], [-0.214, -0.689, 5.786], [-0.021, -1.619, 3.521], [-1.347, -1.912, -2.423], [-0.705, -2.936, -1.187], [-0.027, -2.365, -0.119], [0.641, -3.229, 0.735], [1.701, -2.445, 1.907], [0.590, -4.611, 0.650], [1.449, -5.594, 1.749], [-0.180, -5.159, -0.384], [-0.304, -6.850, -0.529], [-0.812, -4.321, -1.318], [-1.687, -5.009, -2.614]],
  "orbital_gap_ev": [8.6, 6.5],
  "charge": 2,
  "homo_ev": [-14.273, -14.248],
  "multiplicity": 6
}

***

Entry 3:
{
  "formula": "C25H20HgP2S2",
  "method": "wB97M-V/def2-TZVPD",
  "elements": ["Hg", "S", "P", "C", "P", "S", "C", "C", "C", "C", "C", "C", "C", "C", "C", "C", "C", "C", "C", "C", "C", "C", "C", "C", "C", "C", "C", "C", "C", "C", "H", "H", "H", "H", "H", "H", "H", "H", "H", "H", "H", "H", "H", "H", "H", "H", "H", "H", "H", "H"],
  "positions_angstrom": [[3.845, 2.903, -0.255], [3.855, 0.220, 1.781], [1.979, 0.198, 1.149], [1.400, 1.673, 0.431], [0.488, 2.050, -0.999], [1.136, 3.612, -2.022], [0.264, 0.693, -2.215], [-0.981, 0.288, -2.683], [-1.082, -0.706, -3.652], [0.061, -1.309, -4.150], [1.310, -0.913, -3.681], [1.410, 0.083, -2.727], [-1.234, 2.314, -0.407], [-1.801, 1.450, 0.525], [-3.112, 1.617, 0.947], [-3.875, 2.661, 0.437], [-3.315, 3.531, -0.488], [-2.001, 3.359, -0.907], [1.698, -1.341, 0.180], [2.783, -2.054, -0.320], [2.583, -3.203, -1.075], [1.297, -3.655, -1.332], [0.208, -2.953, -0.834], [0.410, -1.803, -0.085], [0.886, -0.082, 2.604], [0.715, -1.368, 3.116], [-0.052, -1.579, 4.251], [-0.649, -0.503, 4.898], [-0.466, 0.782, 4.407], [0.301, 0.992, 3.266], [-1.881, 0.750, -2.298], [-2.058, -1.009, -4.012], [-0.018, -2.090, -4.897], [2.207, -1.389, -4.059], [2.384, 0.401, -2.369], [-1.211, 0.648, 0.944], [-3.532, 0.940, 1.681], [-4.898, 2.798, 0.766], [-3.902, 4.352, -0.884], [-1.548, 4.038, -1.621], [3.781, -1.699, -0.097], [3.437, -3.747, -1.462], [1.141, -4.549, -1.924], [-0.800, -3.292, -1.040], [-0.448, -1.265, 0.298], [1.190, -2.207, 2.620], [-0.182, -2.584, 4.635], [-1.251, -0.667, 5.783], [-0.921, 1.626, 4.910], [0.449, 1.989, 2.868]],
  "orbital_gap_ev": [6.8, 6.0],
  "charge": -1,
  "homo_ev": [-4.089, -4.012],
  "multiplicity": 2
}

***

Entry 4:
{
  "formula": "C25H21BHgN12S",
  "method": "wB97M-V/def2-TZVPD",
  "elements": ["Hg", "C", "C", "N", "N", "C", "B", "N", "C", "C", "C", "N", "N", "C", "C", "C", "N", "N", "C", "C", "C", "N", "H", "H", "H", "H", "H", "H", "H", "H", "H", "H", "H", "H", "N", "C", "C", "C", "C", "C", "C", "S", "N", "C", "C", "C", "C", "C", "C", "N", "H", "H", "H", "H", "H", "H", "H", "H", "H", "N", "C"],
  "positions_angstrom": [[0.743, 0.740, -0.094], [5.162, 1.230, 0.074], [3.865, 1.739, 0.059], [2.983, 0.757, 0.027], [3.664, -0.431, 0.026], [4.985, -0.132, 0.051], [2.914, -1.833, -0.025], [2.090, -1.872, -1.380], [1.744, -2.923, -2.169], [1.050, -2.440, -3.256], [1.022, -1.054, -3.065], [1.656, -0.716, -1.953], [1.968, -1.894, 1.254], [1.656, -2.938, 2.063], [0.850, -2.478, 3.081], [0.725, -1.107, 2.833], [1.411, -0.759, 1.754], [3.837, -3.093, 0.013], [5.180, -3.333, 0.062], [5.390, -4.686, 0.055], [4.098, -5.231, -0.002], [3.177, -4.285, -0.026], [6.095, 1.770, 0.099], [3.533, 2.766, 0.067], [5.743, -0.880, 0.055], [1.989, -3.932, -1.892], [0.632, -3.010, -4.072], [0.575, -0.285, -3.680], [1.994, -3.934, 1.844], [0.423, -3.051, 3.889], [0.192, -0.352, 3.395], [5.928, -2.574, 0.101], [6.338, -5.201, 0.086], [3.795, -6.269, -0.025], [-3.641, 3.024, 0.143], [-3.930, 4.402, 0.082], [-5.248, 4.832, 0.074], [-5.547, 6.188, 0.029], [-4.523, 7.119, -0.019], [-3.201, 6.687, -0.026], [-2.900, 5.336, 0.032], [-1.210, 4.818, 0.060], [-1.285, 3.139, -0.131], [-2.388, 2.499, -0.075], [-3.184, 0.046, 0.060], [-4.459, -0.434, 0.187], [-4.590, -1.824, 0.258], [-3.458, -2.650, 0.143], [-2.194, -2.148, -0.050], [-2.075, -0.789, -0.098], [-4.415, 2.391, 0.059], [-6.046, 4.095, 0.107], [-6.582, 6.508, 0.032], [-4.745, 8.178, -0.054], [-2.390, 7.407, -0.073], [-5.323, 0.217, 0.253], [-5.569, -2.260, 0.396], [-3.579, -3.725, 0.204], [-1.301, -2.745, -0.159], [-2.369, 1.134, -0.249], [-1.253, 0.249, -0.437]],
  "orbital_gap_ev": 6.7,
  "homo_ev": -6.409,
  "multiplicity": 1
}

***

no.,F_max (eV/Å),E_tot (Eh)
1,0.9,-4911.7197
2,0.6,-4747.8674
3,0.5,-2597.2416
4,1.0,-2198.7736